Entry 1:
15
Properties=species:S:1:pos:R:3:lowdin_charge:R:1 method="wB97M-V/def2-TZVPD" relative_energy_ev=1.3135 energy_ev=-59103.671 orbital_gap_ev=7.38 e_homo_ha=-0.32186 spin_multiplicity=1
O -0.43993 -1.70183 -1.61133 -0.035
C -0.21346 -0.69030 -2.32702 -0.763
C -0.39387 0.11145 0.37830 -0.095
O -0.78845 -0.42743 -3.40385 -0.002
O 0.57268 0.29843 -1.82928 0.014
C 0.87840 0.28119 -0.44203 -0.143
Cu -1.66366 -2.37458 -3.19610 0.657
H -0.50207 -0.90614 0.77140 0.116
H -1.25795 0.55381 -0.13039 0.142
H 1.58829 -0.52658 -0.22010 0.136
H 1.33992 1.25109 -0.22086 0.139
O 0.30211 1.49225 3.55960 0.035
C 0.22544 0.50217 2.68355 -0.202
O -0.26268 1.00587 1.59116 -0.090
H 0.61523 1.13060 4.39695 0.092



Entry 2:
11
Properties=species:S:1:pos:R:3:mulliken_spin:R:1 method="wB97M-V/def2-TZVPD" relative_energy_ev=0.0000 energy_ev=-33870.047 s_squared=3.77 orbital_gap_ev="6.83 / 6.25" charge=+2 e_homo_ha="-0.60674 / -0.60501" spin_multiplicity=4
H -2.50102 0.75069 -0.83456 -0.026
C -4.14222 -0.19938 0.43865 0.270
C -2.90891 0.09887 -0.06042 0.117
C -3.18263 0.15398 1.43358 0.032
H -5.17136 -0.48060 0.23759 0.009
H -2.08468 -0.65704 1.62816 0.171
H -3.07398 1.06526 2.03054 0.029
C -0.77773 -1.03669 0.28376 0.250
O 0.34606 -0.65047 0.80986 0.061
Er 1.37916 -0.54735 -1.20727 2.032
H -1.19690 -2.02206 0.58901 0.055



Entry 3:
12
Properties=species:S:1:pos:R:3:lowdin_charge:R:1 method="wB97M-V/def2-TZVPD" relative_energy_ev=2.3333 energy_ev=-11151.148 orbital_gap_ev=10.87 e_homo_ha=-0.36789 spin_multiplicity=1
F 1.41753 1.30187 0.04733 0.063
C 1.19981 -0.06432 0.13008 -0.303
F 2.32575 -0.70270 -0.31559 0.077
C 0.07416 -0.65907 0.44587 -0.010
C -1.38183 -0.30088 0.65532 -0.306
C -1.77660 0.84077 -0.12416 -0.153
N -2.25056 -0.57088 -0.57687 0.017
H 0.42938 -1.72995 0.34816 0.145
H -1.91182 -0.61532 1.55671 0.136
H -1.10278 1.35183 -0.80589 0.101
H -2.52262 1.54827 0.13362 0.084
H -1.52090 -0.85023 -1.42282 0.148



Entry 4:
12
Properties=species:S:1:pos:R:3:lowdin_charge:R:1 method="wB97M-V/def2-TZVPD" relative_energy_ev=1.4411 energy_ev=-12379.189 orbital_gap_ev=11.12 e_homo_ha=-0.37168 spin_multiplicity=1
C -1.30152 -2.82928 -0.36904 0.098
C -1.53485 -1.51445 -0.32979 -0.403
F -0.79126 -0.57047 -0.85429 0.118
F -2.56139 -0.91835 0.34970 0.078
H -0.62746 -3.45248 -0.90971 0.062
H -1.91051 -3.44884 0.21513 0.047
C 1.97718 2.53909 0.09896 0.013
C 0.98357 1.78330 0.45213 -0.250
F 0.99783 0.73612 1.31001 -0.008
H 2.88778 2.43627 0.59090 0.036
H 1.96790 3.41087 -0.59476 0.081
H -0.08728 1.82821 0.04076 0.128



Entry 5:
12
Properties=species:S:1:pos:R:3:lowdin_charge:R:1 method="wB97M-V/def2-TZVPD" relative_energy_ev=2.7588 energy_ev=-9924.045 orbital_gap_ev=9.45 e_homo_ha=-0.31791 spin_multiplicity=1
C -0.50335 1.88509 0.44794 -0.037
N 0.07401 0.58997 0.24785 -0.154
C 1.40215 0.35842 0.32016 -0.171
N 1.54552 -0.88090 -0.07434 -0.016
C 0.47362 -1.55787 -0.30293 -0.124
C -0.53500 -0.55916 -0.21400 -0.219
F -1.87945 -0.39702 -0.49039 0.034
H -0.98887 1.86025 1.54775 0.130
H -1.39994 1.81288 -0.37630 0.147
H 0.33028 2.61798 0.46782 0.084
H 1.97792 1.17726 0.93385 0.164
H 0.63441 -2.61759 -0.88119 0.162



Entry 6:
13
Properties=species:S:1:pos:R:3:lowdin_charge:R:1 method="wB97M-V/def2-TZVPD" relative_energy_ev=0.5438 energy_ev=-11973.499 orbital_gap_ev=9.73 e_homo_ha=-0.32329 spin_multiplicity=1
N -0.13864 -1.27732 -1.52962 0.106
C -0.50264 -0.55551 -0.39381 -0.383
N -1.78350 -0.76442 0.13909 0.148
C -1.72321 0.02252 1.22296 -0.204
O -0.62142 0.68692 1.46504 0.071
C 0.22384 0.23188 0.38514 -0.160
C 1.64097 0.80145 0.29628 -0.110
F 1.63771 2.00666 -0.41792 -0.067
H -0.95623 -1.68891 -2.04013 0.115
H 0.51328 -0.77534 -2.13763 0.096
H -2.51964 0.19289 1.94803 0.137
H 2.27834 0.11231 -0.28173 0.124
H 1.95113 1.00686 1.34430 0.129